Entry 1:
One molecule with the formula C6H12N2O at a distorted geometry. Source: the OMol25 dataset; level of theory: ωB97M-V with the def2-TZVPD basis set.

Atoms and positions in Å:
C (1.147, 1.155, 1.226)
C (0.529, -0.124, 0.608)
C (0.203, -1.015, 1.906)
C (-0.428, 0.042, -0.525)
C (-1.079, 1.341, -1.123)
N (-1.712, 0.669, -2.256)
N (0.865, -0.673, -0.738)
C (0.784, -2.076, -0.569)
O (0.015, -2.788, -1.258)
H (2.077, 1.024, 1.889)
H (1.569, 1.849, 0.351)
H (0.233, 1.793, 1.709)
H (1.097, -1.787, 1.925)
H (0.009, -0.291, 2.850)
H (-0.778, -1.608, 1.595)
H (-1.203, -0.786, -0.314)
H (-0.149, 1.963, -1.549)
H (-1.468, 1.994, -0.294)
H (-0.943, 0.198, -2.747)
H (-2.344, 1.524, -2.853)
H (1.577, -2.404, 0.168)

Results
2S+1: 1
Strongest force on any atom (eV/Å): 6.137
SMILES: CC1(C)[C@@H](CN)N1C=O

In the Mulliken picture, each atom carries the following charge in e: C -1.491; C 1.413; C -0.963; C -0.704; C -0.418; N -0.678; N -0.437; C 0.239; O -0.530; H 0.351; H 0.369; H 0.280; H 0.203; H 0.340; H 0.305; H 0.254; H 0.223; H 0.356; H 0.245; H 0.270; H 0.372

=====

Entry 2:
One molecule with the formula C4H6N2O at a distorted geometry. Source: the OMol25 dataset; level of theory: ωB97M-V with the def2-TZVPD basis set.

Atoms and positions in Å:
N (1.710, -0.427, 0.834)
C (0.484, -0.488, 0.277)
C (0.169, -0.466, -1.150)
C (-1.153, -0.157, -1.216)
C (-1.671, 0.193, 0.129)
O (-1.162, 1.567, 0.357)
N (-0.638, -0.544, 0.952)
H (2.432, -0.014, 0.265)
H (1.737, -0.142, 1.803)
H (0.883, -0.678, -1.934)
H (-1.746, -0.083, -2.124)
H (-0.470, 1.779, -0.296)
H (-0.692, -0.373, 1.947)

Results
2S+1: 1
Strongest force on any atom (eV/Å): 1.402
SMILES: Nc1ccc(O)[nH]1

In the Mulliken picture, each atom carries the following charge in e: N -0.522; C 0.558; C -0.389; C -0.344; C -0.665; O -0.374; N -0.104; H 0.243; H 0.241; H 0.368; H 0.408; H 0.297; H 0.284

=====

Kohn-Sham gap across the listed records, respectively: 0.368 0.259 Eh.
Energy across the listed records, respectively: -420.392730 -340.635724 Eh.